No. 1
Here is one molecule with the formula C18H21ClN2O6S at a distorted geometry from the Open Molecules 2025 dataset. Energies are from the ωB97M-V functional and the def2-TZVPD basis.

Last column: natural (NBO) charge in e.
Geometry (Å):
C  -6.82405  -0.70872  -0.03920  -0.251
O  -5.73829  0.09370  0.35538  -0.488
C  -4.51350  -0.16120  -0.17802  0.300
C  -4.23501  -1.16503  -1.09311  -0.313
C  -2.94181  -1.33768  -1.57434  -0.275
C  -1.91662  -0.51562  -1.15423  0.307
O  -0.60129  -0.60058  -1.56521  -0.545
C  -0.22564  -1.71282  -2.34426  -0.251
C  -2.20027  0.50605  -0.22513  0.112
N  -1.11629  1.29929  0.16209  -0.629
C  -0.95499  2.03228  1.29079  0.674
O  -1.82842  2.31632  2.07653  -0.597
C  0.48859  2.51913  1.49282  -0.334
N  1.49310  1.81307  0.73557  -0.704
C  1.62720  0.42636  0.86848  0.214
C  0.94441  -0.27334  1.86196  -0.267
C  1.01497  -1.65286  1.94427  -0.278
C  1.76364  -2.39144  1.03753  0.329
O  1.87067  -3.74544  1.01271  -0.498
C  1.20067  -4.48699  2.00315  -0.254
C  2.46830  -1.67912  0.06134  -0.081
Cl  3.41461  -2.55531  -1.08251  0.022
C  2.40979  -0.30331  -0.02692  -0.296
S  2.28319  2.68501  -0.46943  2.322
C  1.40153  2.24955  -1.99386  -0.882
O  3.64071  2.25516  -0.57565  -0.924
O  2.03203  4.06778  -0.20470  -0.935
C  -3.48167  0.67734  0.25315  -0.260
H  -7.68565  -0.32553  0.50492  0.202
H  -7.01272  -0.63092  -1.11496  0.175
H  -6.66706  -1.75908  0.22728  0.174
H  -5.00530  -1.82984  -1.44839  0.220
H  -2.75873  -2.12991  -2.28237  0.220
H  -0.46813  -2.65163  -1.83904  0.184
H  0.85417  -1.64300  -2.46427  0.205
H  -0.70380  -1.69150  -3.32839  0.177
H  -0.27931  1.06678  -0.35419  0.426
H  0.54750  3.56387  1.17683  0.283
H  0.70690  2.49537  2.56595  0.231
H  0.33658  0.24462  2.58446  0.228
H  0.46351  -2.14700  2.72745  0.227
H  1.43477  -5.52966  1.79511  0.205
H  0.11692  -4.34099  1.95050  0.177
H  1.55502  -4.22962  3.00603  0.178
H  3.00574  0.19543  -0.77021  0.256
H  0.45761  2.77892  -1.98567  0.250
H  1.25638  1.17809  -2.04797  0.248
H  2.01483  2.58858  -2.81957  0.259
H  -3.69398  1.44866  0.97319  0.262

Results
- E_LUMO (eV) = 0.50
- 2S+1 = 1
- net charge = 0


No. 2
Here is one molecule with the formula C18H21ClN6O2S2 at a distorted geometry from the Open Molecules 2025 dataset. Energies are from the ωB97M-V functional and the def2-TZVPD basis.

Last column: natural (NBO) charge in e.
Geometry (Å):
C  0.25677  3.04373  -2.28941  -0.611
C  -0.16588  1.69194  -1.72268  -0.241
N  -0.05929  1.67631  -0.28616  -0.357
C  1.04194  1.35389  0.44933  0.172
S  2.55966  0.88304  -0.25906  0.264
C  3.24271  -0.01251  1.18088  -0.648
C  2.84544  -1.45069  1.00486  0.688
O  1.73461  -1.87488  1.20629  -0.563
N  3.81070  -2.31866  0.52143  -0.640
C  5.13294  -2.13644  0.24662  0.325
N  5.81414  -1.09065  0.40195  -0.507
C  7.18383  -1.18564  0.01220  -0.232
C  7.54142  -2.63133  -0.41773  -0.541
S  5.98627  -3.57118  -0.40255  0.185
N  0.80035  1.46957  1.72840  -0.318
N  -0.46854  1.87169  1.85699  -0.289
C  -0.98380  2.01001  0.66565  0.313
C  -2.40335  2.39436  0.39962  -0.100
C  -2.86736  3.44739  1.39944  -0.601
N  -3.24537  1.21262  0.50092  -0.597
C  -3.57387  0.47039  -0.58087  0.674
O  -3.23750  0.77966  -1.71163  -0.643
C  -4.39302  -0.74259  -0.30011  -0.162
C  -5.26461  -0.83377  0.78131  -0.183
C  -6.01566  -1.97740  0.97824  -0.222
C  -5.89198  -3.03804  0.09296  -0.028
Cl  -6.82445  -4.46808  0.34570  0.016
C  -5.03728  -2.95940  -0.99622  -0.247
C  -4.29864  -1.80887  -1.19022  -0.100
H  -0.37476  3.83881  -1.89879  0.207
H  0.16730  3.02826  -3.37145  0.219
H  1.29083  3.25637  -2.02574  0.212
H  0.49116  0.90668  -2.10744  0.218
H  -1.19817  1.45716  -1.99736  0.258
H  4.32034  0.12606  1.17546  0.286
H  2.75520  0.42300  2.05289  0.294
H  3.46222  -3.25946  0.36955  0.420
H  7.34977  -0.48205  -0.80975  0.204
H  7.80270  -0.86725  0.85562  0.208
H  7.95871  -2.67264  -1.42163  0.228
H  8.22923  -3.10869  0.27877  0.224
H  -2.50725  2.75742  -0.62816  0.238
H  -3.92438  3.65743  1.25733  0.214
H  -2.30215  4.36455  1.26106  0.222
H  -2.69504  3.08977  2.41093  0.229
H  -3.36932  0.83837  1.42835  0.407
H  -5.38714  -0.00387  1.46141  0.218
H  -6.69686  -2.04876  1.81162  0.229
H  -4.95738  -3.78785  -1.68213  0.230
H  -3.63522  -1.71776  -2.03670  0.231

Results
- E_LUMO (eV) = 0.53
- 2S+1 = 1
- net charge = 0


No. 3
Here is C18H21CrN3S as an isolated structure at a distorted geometry from the Open Molecules 2025 dataset. Energies are from the ωB97M-V functional and the def2-TZVPD basis.

Last column: Löwdin spin population.
Geometry (Å):
Cr  -0.54586  -0.73682  -0.04575  1.056
C  1.64233  0.19425  -2.25115  0.002
C  2.23461  -0.01740  -0.88711  0.013
C  3.62532  0.07634  -0.73201  -0.001
C  4.18719  0.00831  0.51082  0.013
C  3.35641  -0.15640  1.63570  -0.001
C  3.86264  -0.17016  2.95147  0.001
C  3.01660  -0.34447  4.01160  -0.002
C  1.64764  -0.54969  3.78973  0.001
C  1.12721  -0.55968  2.51348  -0.008
S  -0.55711  -0.90891  2.23182  -0.048
C  1.96789  -0.32021  1.40527  -0.001
N  1.41632  -0.25536  0.14109  -0.007
H  2.31384  0.79673  -2.85949  0.000
H  0.69096  0.71612  -2.16682  0.000
H  1.49917  -0.75882  -2.76605  0.001
H  4.23842  0.23020  -1.60910  0.000
H  5.25910  0.08983  0.64163  0.001
H  4.92572  -0.03568  3.10430  0.000
H  3.39786  -0.33706  5.02377  0.000
H  0.97351  -0.72095  4.61860  0.000
N  -1.37625  -0.83326  -2.20863  -0.001
C  -2.07588  -2.11188  -2.45027  0.000
C  -2.92914  -2.43059  -1.23385  0.003
N  -2.08415  -2.32667  -0.03068  0.010
H  -2.05757  -0.07852  -2.17440  0.001
H  -0.76979  -0.61759  -2.99190  0.000
H  -1.32556  -2.89154  -2.59706  0.000
H  -2.70749  -2.07474  -3.33915  0.000
H  -3.38127  -3.41669  -1.34301  0.000
H  -3.73089  -1.69562  -1.15096  0.000
H  -1.52391  -3.16925  0.07598  0.001
H  -2.65063  -2.28051  0.81004  0.001
C  -2.74767  3.51660  -0.07286  0.003
C  -1.36533  3.52618  -0.18238  -0.002
C  -0.65140  2.33313  -0.16627  -0.001
C  -1.31539  1.11851  -0.05325  -0.035
C  -2.70604  1.12139  0.05278  0.003
C  -3.42291  2.30979  0.04947  -0.002
H  -3.30039  4.44676  -0.07448  0.000
H  -0.83758  4.46690  -0.27264  0.000
H  0.43066  2.36904  -0.22968  -0.001
H  -3.25056  0.18722  0.17202  0.001
H  -4.50058  2.29117  0.14938  0.000

Results
- E_LUMO (spin up / spin down) (eV) = -3.66 / -3.42
- 2S+1 = 2
- net charge = +1


No. 4
Here is C18H21F3InN2O3 as an isolated structure at a distorted geometry from the Open Molecules 2025 dataset. Energies are from the ωB97M-V functional and the def2-TZVPD basis.

Last column: natural (NBO) charge in e.
Geometry (Å):
C  -1.17815  -3.55325  -1.07632  -0.740
C  -2.82075  -3.28651  -0.96645  0.766
O  -3.62791  -4.28414  -1.42203  -0.471
O  -3.35725  -2.04999  -0.36263  -0.572
C  -3.17555  -0.88786  -1.28333  -0.093
C  -3.82527  0.50073  -0.70462  -0.444
C  -2.85829  1.35932  0.30203  -0.417
C  -1.82006  0.46794  1.20374  -0.515
C  -0.74681  1.39433  2.09136  0.464
C  -1.34551  2.62421  3.03121  -0.082
C  -0.33787  3.55513  3.97090  -0.176
C  1.25555  3.17489  3.92274  0.220
C  1.91896  1.97014  2.97555  0.089
N  3.41064  1.80837  3.06087  -0.235
C  3.82359  0.71365  2.11725  0.068
C  2.84371  -0.19427  1.18837  0.266
C  3.46655  -1.38076  0.19631  -0.515
C  2.77579  -1.35690  -1.31630  -0.057
O  2.34428  -0.01069  -1.74412  -0.529
C  1.43112  -0.06657  -2.90004  -0.165
C  0.58569  1.31773  -3.16136  0.977
F  1.45709  2.53276  -3.30130  -0.316
F  -0.45538  1.59243  -2.14017  -0.353
F  -0.12899  1.18849  -4.47353  -0.313
N  1.35147  -0.02687  1.17612  -0.308
C  0.89401  1.09117  2.06952  0.073
H  -0.66505  -2.83625  -0.27975  0.190
H  -0.88677  -4.68136  -0.89844  0.288
H  -0.74502  -3.24748  -2.12336  0.232
H  -3.62482  -1.23530  -2.33031  0.246
H  -2.00709  -0.79793  -1.44498  0.152
H  -4.84575  0.19111  -0.16822  0.271
H  -4.14555  1.14001  -1.66053  0.286
H  -2.35441  2.22714  -0.31128  0.259
H  -3.58794  1.90062  1.07702  0.237
H  -2.48236  -0.13464  1.98913  0.348
H  -1.20830  -0.33678  0.61483  0.288
H  -2.48954  2.86563  3.05348  0.316
H  -0.71190  4.41856  4.67567  0.339
H  1.99295  3.80975  4.61424  0.317
H  4.99222  0.47789  2.05410  0.291
H  4.61642  -1.11365  0.07677  0.253
H  3.40788  -2.45088  0.68990  0.285
H  3.59190  -1.70403  -2.11396  0.066
H  1.90203  -2.16001  -1.33184  0.223
H  0.63100  -0.93363  -2.78852  0.227
H  2.11421  -0.23028  -3.86242  0.251
In  4.62523  -3.36196  -1.98534  1.013

Results
- E_LUMO (eV) = -14.38
- 2S+1 = 1
- net charge = +3


Q: Which formula does entry 3 have?
A: C18H21CrN3S


Q: Which formula does entry 2 have?
A: C18H21ClN6O2S2